# C16H13AsF5O2PtS2Se

A molecular structure, C16H13AsF5O2PtS2Se at a distorted geometry (the ωB97M-V functional and the def2-TZVPD basis, OMol25).

Geometry as XYZ:
```
41
C16H13AsF5O2PtS2Se (the ωB97M-V functional and the def2-TZVPD basis)
Pt -0.635 0.286 0.883
O -0.574 -1.804 -2.230
C -1.282 -1.263 -1.422
O -1.169 -1.424 -0.133
C -2.396 -0.361 -1.905
C -3.458 -0.913 -2.591
C -4.437 -0.100 -3.148
C -4.346 1.289 -3.075
C -3.278 1.866 -2.432
C -2.313 1.052 -1.792
S -1.068 1.833 -0.941
H -3.513 -1.985 -2.710
H -5.268 -0.551 -3.667
H -5.101 1.906 -3.533
H -3.176 2.937 -2.376
C 2.844 -2.282 2.505
As 2.429 -1.734 0.712
C 1.351 -3.107 -0.069
C 4.085 -1.690 -0.253
S 1.757 0.319 0.661
H 3.562 -3.101 2.456
H 1.936 -2.618 3.003
H 3.278 -1.437 3.043
H 2.001 -3.979 -0.134
H 0.999 -2.788 -1.051
H 0.493 -3.305 0.570
H 4.561 -2.670 -0.184
H 4.733 -0.924 0.180
H 3.871 -1.449 -1.296
F 0.846 -0.903 7.693
C 0.395 -0.333 6.570
C 0.196 -1.108 5.428
F 0.445 -2.425 5.456
C -0.267 -0.508 4.265
F -0.489 -1.312 3.177
C -0.542 0.857 4.206
Se -1.191 1.744 2.665
C -0.352 1.608 5.365
F -0.611 2.911 5.357
C 0.119 1.032 6.539
F 0.307 1.769 7.626
```

Values from the calculation:
2S+1 = 5
Highest occupied orbital energy (spin up / spin down) = -11.1 / -11.9 eV
Kohn-Sham gap (spin up / spin down) = 0.320 / 0.207 hartree
Total charge = +1


# C16H13BClF2MnO5

A molecular structure, C16H13BClF2MnO5 at a distorted geometry (the ωB97M-V functional and the def2-TZVPD basis, OMol25).

Geometry as XYZ:
```
39
C16H13BClF2MnO5 (the ωB97M-V functional and the def2-TZVPD basis)
Mn 0.567 -0.915 -0.254
C -1.136 5.633 2.282
O -2.274 5.057 1.664
C -2.200 3.849 1.123
C -3.357 3.321 0.522
C -3.333 2.080 -0.050
C -2.181 1.265 -0.077
C -2.197 -0.052 -0.697
C -3.417 -0.638 -1.344
O -1.162 -0.758 -0.710
C -1.024 1.808 0.530
O 0.195 1.108 0.576
C -1.044 3.064 1.110
H -1.465 6.607 2.635
H -0.312 5.772 1.574
H -0.790 5.043 3.136
H -4.255 3.914 0.524
H -4.237 1.707 -0.500
H -4.296 -0.009 -1.320
H -3.649 -1.583 -0.852
H -3.180 -0.869 -2.383
H -0.136 3.436 1.561
Cl 5.056 -6.406 -1.442
C 3.805 -5.239 -1.280
C 2.534 -5.537 -1.808
C 1.506 -4.644 -1.706
C 1.698 -3.393 -1.064
O 0.720 -2.556 -0.973
C 3.000 -3.092 -0.524
C 3.197 -1.843 0.119
O 2.290 -0.970 0.248
C 4.037 -4.039 -0.649
H 2.380 -6.484 -2.298
H 0.528 -4.864 -2.108
H 4.188 -1.623 0.525
H 5.014 -3.821 -0.248
F 2.122 2.437 0.512
B 1.286 1.700 1.187
F 1.521 1.535 2.459
```

Values from the calculation:
2S+1 = 4
Highest occupied orbital energy (spin up / spin down) = -11.0 / -10.8 eV
Kohn-Sham gap (spin up / spin down) = 0.264 / 0.252 hartree
Total charge = +1


# C16H13Cl2N12OPd

A molecular structure, C16H13Cl2N12OPd (the ωB97M-V functional and the def2-TZVPD basis, OMol25).

Geometry as XYZ:
```
45
C16H13Cl2N12OPd (the ωB97M-V functional and the def2-TZVPD basis)
Pd -0.736 -0.213 -1.189
Cl -0.026 4.900 -1.450
C 1.191 3.724 -1.394
C 2.525 4.089 -1.380
C 3.517 3.127 -1.331
Cl 5.144 3.630 -1.319
C 3.214 1.718 -1.289
C 4.181 0.701 -1.242
C 3.771 -0.607 -1.216
C 2.404 -0.899 -1.230
N 1.484 0.054 -1.266
C 1.874 1.339 -1.299
C 0.797 2.337 -1.359
O -0.394 1.985 -1.379
H 2.794 5.135 -1.410
H 5.232 0.954 -1.230
H 4.486 -1.417 -1.186
H 2.037 -1.917 -1.204
N -3.238 -2.767 -1.292
C -3.657 -1.516 -1.471
N -4.965 -1.196 -1.602
N -4.975 0.093 -1.731
N -3.705 0.579 -1.678
N -2.877 -0.420 -1.536
C -1.939 -3.164 -1.048
N -1.623 -4.407 -0.726
N -0.321 -4.357 -0.471
N 0.130 -3.136 -0.681
N -0.886 -2.363 -1.052
H -3.950 -3.490 -1.257
C 0.367 -1.873 3.970
C -0.225 -0.931 2.977
C -0.996 0.202 3.133
C -1.285 0.667 1.840
N -0.705 -0.135 0.950
N -0.070 -1.098 1.652
C -2.128 1.834 1.445
H 0.083 -1.573 4.975
H 1.456 -1.875 3.912
H 0.015 -2.891 3.806
H -1.325 0.633 4.063
H 0.384 -1.858 1.161
H -2.409 2.402 2.328
H -3.044 1.507 0.947
H -1.606 2.496 0.756
```

Values from the calculation:
2S+1 = 5
Highest occupied orbital energy (spin up / spin down) = -12.0 / -12.6 eV
Kohn-Sham gap (spin up / spin down) = 0.289 / 0.234 hartree
Total charge = +1


# C16H13ClN2O3

A single C16H13ClN2O3 molecule at a distorted geometry (the ωB97M-V functional and the def2-TZVPD basis, OMol25).

Geometry as XYZ:
```
35
C16H13ClN2O3 (the ωB97M-V functional and the def2-TZVPD basis)
C 4.664 -0.399 -2.613
C 3.293 -0.921 -2.907
C 2.195 -0.500 -2.166
C 0.920 -0.981 -2.434
O -0.209 -0.622 -1.757
C -0.095 0.300 -0.697
C -1.454 0.512 -0.116
C -2.691 0.574 -0.707
C -3.604 0.800 0.335
C -2.858 0.865 1.495
C -3.353 1.087 2.843
O -4.527 1.254 3.093
N -2.409 1.098 3.875
C -2.717 1.284 5.196
C -1.544 1.227 5.887
C -0.558 1.000 4.897
N -1.089 0.926 3.705
O -1.551 0.684 1.204
C 0.739 -1.904 -3.464
C 1.818 -2.331 -4.207
C 3.084 -1.841 -3.928
Cl 4.425 -2.395 -4.874
H 4.641 0.321 -1.800
H 5.327 -1.219 -2.341
H 5.082 0.078 -3.498
H 2.363 0.213 -1.374
H 0.567 -0.077 0.095
H 0.306 1.258 -1.066
H -2.903 0.461 -1.750
H -4.667 0.907 0.269
H -3.732 1.435 5.501
H -1.393 1.329 6.942
H 0.501 0.893 5.026
H -0.254 -2.271 -3.662
H 1.683 -3.045 -5.004
```

Values from the calculation:
2S+1 = 1
Highest occupied orbital energy = -8.6 eV
Kohn-Sham gap = 0.315 hartree


# C16H13ClN2O4S3

A molecular structure, C16H13ClN2O4S3 at a distorted geometry (the ωB97M-V functional and the def2-TZVPD basis, OMol25).

Geometry as XYZ:
```
39
C16H13ClN2O4S3 (the ωB97M-V functional and the def2-TZVPD basis)
O -0.701 -3.201 3.440
C 0.018 -2.292 2.797
N -0.001 -0.958 2.888
H 0.418 -0.368 2.368
C -1.415 -0.184 3.559
C -2.460 -0.671 2.477
C -2.549 0.090 1.486
H -2.890 0.308 0.580
S -1.069 1.533 1.818
O -1.618 2.847 1.422
O 0.299 0.948 1.164
C -0.944 1.126 3.643
H -2.015 1.819 4.077
H -0.062 1.333 3.909
H -2.922 -1.421 2.532
H -1.677 -0.954 4.483
C 1.040 -2.763 2.037
N 1.375 -1.931 0.981
C 2.747 -1.147 0.692
S 3.930 -1.467 1.750
S 2.602 -0.107 -0.545
C 0.948 -0.832 -0.918
C 0.166 -0.300 -1.977
C 0.277 0.537 -3.016
C -0.499 1.079 -3.879
C -0.593 1.855 -5.037
C 0.404 2.602 -5.096
C 1.766 2.320 -4.304
C 1.413 1.333 -3.142
H 2.237 1.279 -2.550
H 2.651 2.892 -4.389
H 0.702 3.330 -5.880
Cl -1.892 2.036 -6.108
H -1.783 0.444 -3.736
H -0.955 -0.663 -1.855
C 0.606 -1.660 -0.041
O -0.595 -1.889 0.163
H 0.879 -4.013 1.560
H 2.161 -2.889 2.645
```

Values from the calculation:
2S+1 = 1
Highest occupied orbital energy = -8.8 eV
Kohn-Sham gap = 0.263 hartree


# C16H13N2O6Y

A molecular structure, C16H13N2O6Y at a distorted geometry (the ωB97M-V functional and the def2-TZVPD basis, OMol25).

Geometry as XYZ:
```
38
C16H13N2O6Y (the ωB97M-V functional and the def2-TZVPD basis)
O 0.079 5.003 1.606
C 0.419 4.334 0.728
Y 1.117 2.818 -1.036
O -2.469 2.772 -1.822
C -1.334 2.839 -1.645
C 1.435 2.212 -3.319
O 1.622 1.843 -4.395
C 3.498 3.383 -1.491
O 4.287 3.404 -2.375
C 0.907 4.828 -2.620
O 0.873 5.720 -3.351
H 3.689 3.863 -0.434
C -1.732 -3.169 0.383
N -1.075 -2.071 -0.303
N -0.259 -1.180 0.307
C 0.141 -0.274 -0.624
O 0.830 0.794 -0.329
C -0.364 -0.706 -1.865
C -1.193 -1.787 -1.608
C -2.074 -2.584 -2.489
C 0.040 -1.192 1.712
C 0.393 -2.389 2.349
C 0.707 -2.409 3.715
C 0.731 -1.188 4.412
C 0.364 0.023 3.787
C -0.027 -0.006 2.446
H -2.804 -3.145 0.152
H -1.583 -3.107 1.468
H -1.362 -4.126 -0.017
H -0.166 -0.194 -2.793
H -1.715 -3.609 -2.660
H -3.121 -2.657 -2.157
H -2.092 -2.099 -3.463
H 0.403 -3.309 1.772
H 0.901 -3.365 4.221
H 0.960 -1.165 5.480
H 0.355 0.992 4.316
H -0.381 0.902 1.943
```

Values from the calculation:
2S+1 = 1
Highest occupied orbital energy (spin up / spin down) = -14.3 / -14.2 eV
Kohn-Sham gap (spin up / spin down) = 0.211 / 0.211 hartree
Total charge = +2